1.
{
  "formula": "C9H11BN2",
  "method": "the ωB97M-V functional and the def2-TZVPD basis",
  "species": ["B", "C", "C", "C", "C", "C", "C", "C", "C", "C", "N", "N", "H", "H", "H", "H", "H", "H", "H", "H", "H", "H", "H"],
  "coordinates": [[-1.33, 0.77, 0.10], [-1.76, 2.10, -0.39], [3.63, 0.02, -0.44], [3.03, -0.42, 0.78], [2.81, 0.73, -1.24], [1.69, -0.11, 1.10], [1.41, 0.91, -1.05], [0.88, 0.44, 0.11], [-1.57, -1.52, 1.04], [-3.46, -0.37, -0.33], [-1.66, 3.10, -0.99], [-2.02, -0.39, 0.17], [4.77, -0.12, -0.50], [3.71, -0.70, 1.58], [3.21, 0.99, -2.24], [1.33, -0.66, 1.89], [0.85, 1.43, -1.84], [-2.11, -1.50, 2.04], [-1.75, -2.47, 0.53], [-0.54, -1.46, 1.12], [-3.44, -0.74, -1.30], [-4.21, -0.71, 0.43], [-3.47, 0.67, -0.58]],
  "lumo_ev": 0.2,
  "multiplicity": 1,
  "e_homo_ev": -9.05,
  "e_above_lowest_kj_mol": 371.5
}

***

2.
{
  "formula": "C10H16O",
  "method": "the ωB97M-V functional and the def2-TZVPD basis",
  "species": ["C", "C", "C", "H", "H", "H", "H", "H", "H", "H", "H", "C", "C", "C", "C", "C", "C", "C", "O", "H", "H", "H", "H", "H", "H", "H", "H"],
  "coordinates": [[2.24, 0.87, 1.53], [1.77, 2.14, 2.31], [1.51, -0.40, 2.00], [1.97, 1.10, 0.50], [3.30, 0.76, 1.70], [0.88, 2.57, 1.83], [1.01, -0.87, 1.15], [2.20, -1.18, 2.33], [2.59, 2.85, 2.38], [1.42, 1.87, 3.31], [0.85, -0.24, 2.83], [-2.77, 0.66, 0.93], [-0.29, 0.41, -1.91], [0.17, -0.91, -1.76], [-1.19, 0.90, -0.99], [-1.78, 0.05, -0.04], [-0.40, -1.75, -0.84], [-1.42, -1.28, -0.01], [1.20, -1.25, -2.59], [0.03, 0.94, -2.80], [-1.56, 1.91, -1.08], [-0.13, -2.78, -0.84], [1.38, -2.20, -2.57], [-2.61, 0.34, 1.95], [-3.79, 0.49, 0.60], [-1.90, -1.95, 0.69], [-2.63, 1.73, 0.96]],
  "lumo_ev": 0.9,
  "multiplicity": 1,
  "smiles": "Cc1ccc(O)cc1.CCC",
  "e_homo_ev": -8.43,
  "e_above_lowest_kj_mol": 109.6
}

***

3.
{
  "formula": "C40H83F6NO19",
  "method": "the ωB97M-V functional and the def2-TZVPD basis",
  "species": ["C", "C", "N", "H", "H", "H", "C", "O", "C", "C", "O", "C", "C", "O", "C", "H", "H", "H", "H", "H", "H", "H", "H", "H", "H", "H", "H", "H", "H", "C", "O", "C", "C", "O", "C", "C", "O", "C", "H", "H", "H", "H", "H", "H", "H", "H", "H", "H", "H", "H", "H", "H", "C", "O", "C", "C", "O", "C", "C", "O", "C", "H", "H", "H", "H", "H", "H", "H", "H", "H", "H", "H", "H", "H", "H", "C", "O", "C", "C", "O", "C", "C", "O", "C", "H", "H", "H", "H", "H", "H", "H", "H", "H", "H", "H", "H", "H", "H", "C", "O", "C", "C", "O", "C", "C", "O", "C", "H", "H", "H", "H", "H", "H", "H", "H", "H", "H", "H", "H", "H", "H", "C", "C", "O", "C", "O", "C", "F", "F", "F", "H", "H", "H", "H", "H", "C", "C", "O", "C", "O", "C", "F", "F", "F", "H", "H", "H", "H", "H"],
  "coordinates": [[1.74, -4.92, -6.76], [2.60, -4.79, -5.58], [3.24, -4.66, -4.63], [1.89, -4.12, -7.48], [0.70, -4.96, -6.44], [2.09, -5.87, -7.18], [-6.71, 0.72, -0.19], [-6.26, -0.54, -0.71], [-7.08, -1.63, -0.27], [-7.05, -1.95, 1.22], [-5.88, -2.58, 1.68], [-4.66, -1.94, 1.46], [-3.55, -2.69, 2.20], [-2.41, -1.82, 2.27], [-1.43, -2.25, 3.14], [-7.14, 0.81, 0.81], [-7.50, 1.07, -0.86], [-5.98, 1.53, -0.20], [-6.75, -2.53, -0.79], [-8.10, -1.36, -0.50], [-7.85, -2.68, 1.40], [-7.26, -1.07, 1.82], [-4.74, -0.92, 1.85], [-4.48, -1.91, 0.39], [-3.27, -3.57, 1.61], [-3.74, -3.02, 3.23], [-1.74, -2.34, 4.18], [-0.65, -1.48, 3.06], [-1.01, -3.20, 2.82], [-3.12, 6.73, 11.24], [-3.48, 5.78, 10.26], [-2.58, 5.80, 9.17], [-2.91, 4.58, 8.29], [-2.20, 4.60, 7.04], [-2.69, 3.71, 6.06], [-2.50, 2.13, 6.31], [-3.54, 1.67, 7.20], [-3.43, 0.25, 7.41], [-3.33, 7.71, 10.84], [-2.08, 6.69, 11.57], [-3.77, 6.67, 12.11], [-1.63, 5.77, 9.71], [-2.64, 6.74, 8.63], [-3.98, 4.67, 8.10], [-2.63, 3.67, 8.82], [-2.10, 3.99, 5.19], [-3.74, 3.92, 5.86], [-1.48, 2.04, 6.68], [-2.54, 1.65, 5.34], [-3.52, -0.23, 6.43], [-4.31, 0.02, 8.02], [-2.46, 0.01, 7.82], [-0.97, 0.29, -5.71], [-1.42, 1.31, -6.57], [-0.75, 1.45, -7.83], [-1.28, 2.53, -8.73], [-2.71, 2.38, -9.02], [-3.35, 3.54, -9.55], [-4.88, 3.35, -9.49], [-5.34, 3.28, -8.16], [-6.79, 3.26, -8.01], [-1.25, -0.63, -6.22], [-1.44, 0.35, -4.73], [0.11, 0.34, -5.58], [-0.86, 0.59, -8.48], [0.32, 1.64, -7.69], [-0.74, 2.35, -9.66], [-1.01, 3.54, -8.42], [-3.09, 3.78, -10.59], [-3.13, 4.45, -8.99], [-5.22, 2.50, -10.08], [-5.34, 4.22, -9.95], [-7.05, 2.24, -8.30], [-7.31, 3.93, -8.68], [-7.16, 3.41, -6.99], [6.63, -1.52, 1.37], [6.28, -2.37, 2.43], [5.03, -2.97, 2.39], [5.04, -4.31, 3.14], [4.89, -5.36, 2.19], [6.02, -5.58, 1.35], [5.80, -6.62, 0.18], [5.25, -7.91, 0.75], [3.84, -7.98, 0.66], [6.00, -0.65, 1.27], [6.59, -2.08, 0.44], [7.68, -1.25, 1.47], [4.63, -2.95, 1.38], [4.32, -2.30, 2.88], [4.14, -4.36, 3.75], [5.96, -4.34, 3.71], [6.87, -5.91, 1.96], [6.30, -4.61, 0.93], [6.73, -6.84, -0.35], [5.14, -6.15, -0.55], [3.55, -8.71, 1.42], [3.42, -8.30, -0.29], [3.36, -7.02, 0.88], [4.04, 5.75, 1.05], [4.61, 6.63, 1.99], [4.10, 6.52, 3.29], [4.75, 7.43, 4.29], [4.79, 8.84, 3.96], [5.09, 9.69, 5.07], [4.65, 11.13, 4.65], [3.24, 11.05, 4.54], [2.62, 12.25, 4.05], [3.00, 6.00, 0.88], [4.09, 4.76, 1.50], [4.59, 5.83, 0.11], [4.25, 5.50, 3.65], [3.01, 6.58, 3.27], [5.81, 7.20, 4.39], [4.28, 7.22, 5.25], [6.16, 9.61, 5.29], [4.59, 9.47, 6.01], [5.02, 11.39, 3.66], [4.87, 11.95, 5.33], [2.94, 13.17, 4.54], [1.58, 12.10, 4.34], [2.79, 12.32, 2.98], [1.34, -9.50, -5.31], [0.52, -9.90, -6.52], [0.91, -11.16, -7.07], [0.65, -11.49, -8.31], [-0.09, -10.90, -9.10], [1.40, -12.80, -8.68], [2.46, -12.52, -9.42], [1.78, -13.47, -7.61], [0.58, -13.59, -9.37], [1.13, -10.24, -4.54], [1.12, -8.51, -4.90], [2.41, -9.61, -5.51], [0.56, -9.16, -7.31], [-0.51, -9.85, -6.19], [0.25, -3.33, -1.63], [1.15, -2.46, -0.78], [0.45, -1.26, -0.62], [1.02, -0.08, -0.13], [2.20, 0.07, 0.13], [0.00, 1.12, -0.01], [0.43, 2.07, -0.77], [-1.21, 0.83, -0.43], [0.05, 1.45, 1.29], [-0.81, -3.28, -1.38], [0.49, -4.39, -1.52], [0.12, -3.12, -2.69], [2.04, -2.31, -1.40], [1.51, -2.97, 0.11]],
  "lumo_ev": 0.1,
  "multiplicity": 1,
  "smiles": "CCOC(=O)C(F)(F)F.CCOC(=O)C(F)(F)F.COCCOCCOC.COCCOCCOC.COCCOCCOC.COCCOCCOC.COCCOCCOC.CC#N",
  "e_homo_ev": -9.34
}

***

4.
{
  "formula": "C4H18N2O4",
  "method": "the ωB97M-V functional and the def2-TZVPD basis",
  "species": ["C", "O", "C", "C", "C", "N", "N", "H", "H", "H", "H", "H", "H", "H", "H", "H", "H", "H", "H", "H", "H", "O", "H", "H", "O", "H", "H", "O"],
  "coordinates": [[-1.44, -0.35, 1.25], [-0.15, -0.06, 1.85], [-1.15, -1.51, 0.13], [0.04, -1.12, -0.77], [1.35, -1.84, -0.50], [2.35, -1.02, 0.14], [-2.42, -1.64, -0.53], [-1.87, 0.53, 0.71], [-2.23, -0.53, 1.87], [-0.83, -2.44, 0.79], [-0.17, -1.41, -1.80], [0.10, 0.01, -0.90], [1.03, -2.72, 0.14], [1.65, -2.45, -1.53], [3.37, -0.99, -0.04], [2.24, -1.17, 1.15], [-0.17, -0.71, 2.62], [-2.68, -2.39, -1.18], [-2.58, -0.75, -1.06], [2.16, 2.79, -1.42], [1.20, 2.77, -0.28], [1.31, 3.22, -1.17], [-1.06, 1.90, -1.30], [-2.44, 2.39, -1.51], [-1.98, 1.59, -1.33], [1.10, 1.53, 1.77], [1.70, 0.72, 0.71], [1.72, 1.57, 1.06]],
  "s_squared": 0.76,
  "lumo_ev": [-3.0, -8.7],
  "multiplicity": 2,
  "e_homo_ev": [-13.44, -13.33],
  "charge": 1,
  "e_above_lowest_kj_mol": 175.3
}

***

5.
{
  "formula": "CH3BrFO2P",
  "method": "the ωB97M-V functional and the def2-TZVPD basis",
  "species": ["C", "O", "O", "F", "P", "Br", "H", "H", "H"],
  "coordinates": [[1.14, -0.01, 0.12], [1.32, 1.40, 0.15], [-0.13, -0.40, -0.43], [-1.95, -1.93, -0.44], [-1.42, -0.72, 0.50], [-2.66, 0.98, -0.13], [1.32, -0.47, 1.05], [0.58, 1.72, -0.33], [1.79, -0.57, -0.48]],
  "lumo_ev": 0.6,
  "multiplicity": 1,
  "smiles": "OCOP(F)Br",
  "e_homo_ev": -10.28,
  "e_above_lowest_kj_mol": 134.4
}